{"formula": "C23H18Cl2N4O2SSeTeV", "method": "the ωB97M-V functional and the def2-TZVPD basis", "e_tot_ha": -6188.59938, "orbital_gap_ev": [5.724, 5.997], "charge": 1, "multiplicity": 3, "e_above_lowest_ev": 1.8787, "largest_force_ev_per_a": 3.5, "molar_mass_g_mol": 742.9, "species": ["V", "Cl", "C", "C", "C", "C", "C", "Cl", "C", "S", "H", "H", "H", "C", "Te", "C", "C", "C", "C", "C", "C", "C", "H", "H", "H", "H", "H", "H", "H", "H", "Se", "N", "C", "C", "C", "C", "N", "C", "N", "H", "H", "H", "O", "C", "C", "C", "C", "O", "N", "H", "H", "H", "H"], "positions_angstrom": [[0.68, 0.72, 0.17], [0.44, 0.24, 2.58], [2.03, 0.43, 3.21], [2.27, 0.74, 4.53], [3.57, 0.93, 4.96], [4.63, 0.83, 4.07], [4.39, 0.54, 2.73], [5.67, 0.51, 1.59], [3.08, 0.33, 2.29], [2.72, -0.03, 0.62], [1.44, 0.83, 5.22], [3.75, 1.19, 5.99], [5.64, 0.98, 4.40], [-0.78, -1.98, -1.50], [-1.52, -0.59, -0.03], [-1.52, -2.43, 1.12], [-1.96, -3.44, 0.10], [-2.75, -4.54, 0.41], [-3.13, -5.43, -0.60], [-2.72, -5.22, -1.90], [-1.95, -4.11, -2.22], [-1.58, -3.23, -1.22], [0.29, -2.16, -1.34], [-0.93, -1.63, -2.53], [-2.20, -2.37, 1.97], [-0.51, -2.62, 1.50], [-3.07, -4.71, 1.42], [-3.76, -6.27, -0.36], [-3.02, -5.90, -2.69], [-1.65, -3.92, -3.24], [-2.67, 2.15, -2.96], [-1.53, 1.95, -4.26], [-0.38, 1.49, -3.79], [0.77, 1.16, -4.52], [1.85, 0.67, -3.82], [1.79, 0.52, -2.43], [0.72, 0.83, -1.70], [-0.37, 1.28, -2.36], [-1.51, 1.57, -1.75], [0.80, 1.30, -5.59], [2.76, 0.40, -4.32], [2.65, 0.16, -1.89], [-2.24, 1.34, 1.57], [-1.57, 2.30, 1.19], [-2.02, 3.74, 1.13], [-0.88, 4.45, 0.42], [0.16, 3.37, 0.22], [1.26, 3.42, -0.30], [-0.32, 2.19, 0.71], [-2.20, 4.10, 2.15], [-2.97, 3.79, 0.60], [-0.46, 5.28, 0.99], [-1.17, 4.84, -0.56]]}

=====

{"formula": "C23H18Cl2N6O6V", "method": "the ωB97M-V functional and the def2-TZVPD basis", "e_tot_ha": -3531.65990, "orbital_gap_ev": [6.258, 7.554], "charge": 0, "multiplicity": 4, "e_above_lowest_ev": 0.9297, "largest_force_ev_per_a": 1.9, "molar_mass_g_mol": 596.3, "species": ["V", "C", "C", "C", "C", "C", "C", "N", "N", "C", "C", "C", "C", "C", "N", "H", "H", "H", "H", "H", "H", "H", "H", "H", "Cl", "C", "Cl", "C", "O", "O", "H", "N", "C", "C", "N", "C", "H", "H", "H", "H", "O", "C", "O", "C", "C", "C", "C", "C", "C", "N", "O", "O", "H", "H", "H", "H"], "positions_angstrom": [[0.38, 0.52, -0.19], [5.24, 2.76, 0.80], [4.35, 3.58, 0.13], [2.99, 3.31, 0.17], [2.51, 2.20, 0.87], [3.42, 1.38, 1.54], [4.77, 1.67, 1.51], [1.15, 1.94, 0.79], [0.42, 2.99, 0.97], [-0.82, 2.90, 0.45], [-1.83, 3.81, 0.78], [-3.07, 3.66, 0.18], [-3.24, 2.66, -0.77], [-2.18, 1.82, -1.07], [-1.00, 1.91, -0.46], [6.30, 2.98, 0.77], [4.70, 4.43, -0.44], [2.28, 3.93, -0.36], [3.07, 0.54, 2.12], [5.46, 1.02, 2.02], [-1.63, 4.57, 1.51], [-3.88, 4.32, 0.44], [-4.18, 2.52, -1.27], [-2.27, 1.04, -1.81], [4.04, 1.98, -2.84], [3.58, 0.30, -2.60], [4.21, -0.30, -1.05], [2.04, 0.12, -2.40], [1.52, -0.84, -2.92], [1.54, 0.97, -1.62], [3.99, -0.31, -3.40], [1.88, -3.25, 0.58], [1.89, -2.80, 1.87], [1.59, -1.47, 1.80], [1.44, -1.11, 0.49], [1.60, -2.20, -0.22], [2.07, -4.19, 0.28], [2.11, -3.44, 2.70], [1.45, -0.77, 2.60], [1.49, -2.26, -1.29], [-1.05, -0.36, 0.98], [-1.41, -1.00, -0.04], [-0.82, -0.83, -1.13], [-2.58, -1.91, -0.01], [-3.21, -2.25, 1.19], [-4.33, -3.06, 1.17], [-4.83, -3.51, -0.04], [-4.19, -3.20, -1.24], [-3.07, -2.41, -1.22], [-6.04, -4.28, -0.07], [-6.48, -4.62, -1.15], [-6.56, -4.56, 1.00], [-2.82, -1.86, 2.11], [-4.84, -3.33, 2.08], [-4.60, -3.57, -2.17], [-2.56, -2.14, -2.14]]}

=====

{"formula": "C23H18Cl2NO", "method": "the ωB97M-V functional and the def2-TZVPD basis", "e_tot_ha": -1937.34386, "orbital_gap_ev": 6.142, "charge": 1, "multiplicity": 1, "smiles": "Oc1ccc2c(c1)[C@@H]([C@@H](/C=C/c1ccc(Cl)cc1)c1ccc(Cl)cc1)C=[NH+]2", "e_above_lowest_ev": 0.1206, "largest_force_ev_per_a": 4.0, "molar_mass_g_mol": 395.3, "species": ["Cl", "C", "C", "C", "C", "C", "C", "C", "C", "C", "C", "C", "Cl", "C", "C", "C", "C", "H", "H", "H", "H", "H", "H", "H", "H", "H", "H", "H", "O", "C", "C", "C", "C", "N", "C", "C", "C", "C", "H", "H", "H", "H", "H", "H", "H"], "positions_angstrom": [[-7.63, 3.05, -0.18], [-6.13, 2.24, -0.34], [-6.10, 0.83, -0.41], [-4.88, 0.17, -0.46], [-3.67, 0.91, -0.49], [-2.37, 0.23, -0.49], [-1.18, 0.84, -0.26], [0.14, 0.08, -0.22], [1.26, 1.00, -0.76], [2.09, 0.61, -1.79], [3.23, 1.38, -2.07], [3.52, 2.53, -1.31], [4.89, 3.51, -1.71], [2.60, 2.96, -0.34], [1.43, 2.22, -0.10], [-3.71, 2.32, -0.40], [-4.94, 2.98, -0.35], [-7.03, 0.27, -0.41], [-4.83, -0.93, -0.52], [-2.43, -0.86, -0.45], [-1.19, 1.97, -0.16], [0.04, -0.81, -0.90], [1.96, -0.39, -2.26], [3.89, 1.09, -2.89], [2.82, 3.87, 0.22], [0.81, 2.49, 0.76], [-2.80, 2.91, -0.44], [-4.97, 4.07, -0.29], [5.35, -2.41, 0.74], [4.02, -2.58, 0.81], [3.11, -1.48, 0.73], [1.77, -1.73, 0.92], [1.34, -3.05, 1.15], [-0.04, -2.97, 1.44], [-0.52, -1.69, 1.37], [0.59, -0.77, 0.97], [2.22, -4.12, 1.23], [3.59, -3.90, 1.04], [5.55, -1.48, 0.60], [3.44, -0.50, 0.45], [-0.60, -3.80, 1.61], [-1.57, -1.45, 1.52], [0.77, 0.19, 1.70], [1.84, -5.11, 1.53], [4.30, -4.69, 1.21]]}

=====

{"formula": "C23H18Cl4CsIN4O4", "method": "the ωB97M-V functional and the def2-TZVPD basis", "e_tot_ha": -3565.99317, "orbital_gap_ev": 3.862, "charge": -2, "multiplicity": 1, "e_above_lowest_ev": 0.3136, "largest_force_ev_per_a": 0.7, "molar_mass_g_mol": 816.0, "species": ["Cs", "Cl", "C", "C", "Cl", "C", "Cl", "C", "O", "C", "O", "C", "Cl", "N", "C", "C", "C", "O", "O", "H", "H", "H", "H", "H", "H", "N", "C", "C", "C", "C", "C", "C", "C", "C", "N", "C", "H", "H", "H", "H", "H", "H", "H", "H", "I", "C", "C", "C", "C", "N", "C", "H", "H", "H", "H"], "positions_angstrom": [[0.05, -0.71, 0.16], [6.89, 2.40, 0.25], [5.52, 1.44, -0.25], [5.59, 0.68, -1.38], [7.03, 0.66, -2.36], [4.46, -0.09, -1.76], [4.54, -1.06, -3.21], [3.27, -0.14, -1.03], [2.27, -0.86, -1.39], [3.20, 0.70, 0.21], [2.14, 0.71, 0.91], [4.34, 1.45, 0.52], [4.26, 2.42, 1.97], [0.63, -3.22, 2.79], [-0.45, -4.03, 2.20], [-1.85, -3.50, 2.53], [-2.07, -2.07, 2.02], [-2.41, -1.96, 0.82], [-1.74, -1.13, 2.79], [0.23, -2.34, 3.11], [1.36, -3.03, 2.12], [-0.38, -5.05, 2.58], [-0.35, -4.08, 1.11], [-2.00, -3.52, 3.62], [-2.60, -4.15, 2.07], [-0.79, 1.76, 2.18], [-1.89, 2.46, 1.81], [-3.11, 2.44, 2.46], [-4.18, 3.24, 2.03], [-4.09, 4.07, 0.94], [-2.87, 4.09, 0.21], [-2.69, 4.85, -0.96], [-1.50, 4.78, -1.64], [-0.49, 3.93, -1.15], [-0.63, 3.23, -0.05], [-1.79, 3.29, 0.63], [-0.93, 0.86, 2.64], [-0.05, 1.86, 1.50], [-3.25, 1.79, 3.32], [-5.11, 3.18, 2.59], [-4.92, 4.68, 0.61], [-3.50, 5.48, -1.31], [-1.33, 5.34, -2.55], [0.44, 3.82, -1.68], [-3.53, 0.89, -6.26], [-1.87, 0.55, -5.06], [-1.16, -0.64, -5.11], [-0.06, -0.77, -4.28], [0.29, 0.27, -3.43], [-0.40, 1.41, -3.38], [-1.45, 1.54, -4.18], [-1.46, -1.43, -5.78], [0.55, -1.67, -4.25], [1.14, 0.12, -2.76], [-2.00, 2.48, -4.11]]}

=====

{"formula": "C23H18F14N2NiO3", "method": "the ωB97M-V functional and the def2-TZVPD basis", "e_tot_ha": -4129.10084, "orbital_gap_ev": [5.830, 5.818], "charge": -2, "multiplicity": 3, "e_above_lowest_ev": 0.0000, "largest_force_ev_per_a": 0.1, "molar_mass_g_mol": 695.1, "species": ["Ni", "C", "C", "C", "C", "C", "N", "C", "C", "C", "C", "C", "C", "C", "C", "O", "C", "F", "F", "F", "C", "F", "F", "F", "C", "C", "C", "O", "C", "F", "F", "F", "C", "F", "F", "F", "H", "H", "H", "H", "H", "H", "H", "H", "H", "H", "H", "H", "C", "C", "N", "O", "H", "H", "H", "H", "H", "F", "C", "F", "H"], "positions_angstrom": [[0.99, 0.31, 1.15], [-5.53, -2.61, 1.27], [-4.22, -1.98, 0.90], [-3.65, -2.13, -0.36], [-2.43, -1.56, -0.66], [-1.69, -0.78, 0.27], [-0.50, -0.24, -0.09], [-0.24, 0.06, -1.41], [-1.20, 0.77, -2.17], [-0.98, 1.17, -3.47], [0.23, 0.87, -4.10], [0.52, 1.33, -5.51], [1.18, 0.17, -3.37], [0.99, -0.24, -2.05], [2.07, -1.07, -1.31], [2.27, -0.77, -0.01], [3.47, -0.92, -1.99], [3.60, -1.51, -3.21], [4.44, -1.47, -1.24], [3.80, 0.37, -2.15], [1.66, -2.58, -1.44], [0.59, -2.87, -0.71], [1.37, -2.94, -2.72], [2.65, -3.41, -1.03], [-2.26, -0.65, 1.57], [-3.49, -1.24, 1.83], [-1.54, 0.18, 2.67], [-0.20, 0.14, 2.68], [-2.04, 1.65, 2.53], [-1.59, 2.45, 3.52], [-3.40, 1.78, 2.54], [-1.63, 2.19, 1.38], [-1.95, -0.31, 4.11], [-1.84, -1.65, 4.22], [-3.22, -0.01, 4.51], [-1.15, 0.21, 5.05], [-6.18, -2.71, 0.40], [-6.06, -2.02, 2.02], [-5.40, -3.62, 1.69], [-4.16, -2.72, -1.11], [-2.00, -1.72, -1.64], [-2.13, 1.02, -1.68], [-1.74, 1.72, -4.00], [-0.41, 1.54, -6.05], [1.07, 0.57, -6.07], [1.12, 2.24, -5.52], [2.10, -0.06, -3.87], [-3.94, -1.11, 2.81], [4.27, 2.32, 2.95], [3.73, 1.05, 2.34], [4.33, 0.61, 1.21], [2.78, 0.46, 2.85], [5.32, 2.48, 2.71], [4.13, 2.28, 4.03], [3.67, 3.14, 2.55], [4.81, 1.31, 0.67], [3.75, -0.04, 0.66], [2.52, 2.48, -0.21], [1.33, 2.23, 0.54], [1.45, 3.19, 1.59], [0.54, 2.65, -0.10]]}

=====

{"formula": "C23H18F6N16RuSb", "method": "the ωB97M-V functional and the def2-TZVPD basis", "e_tot_ha": -2697.61487, "orbital_gap_ev": [5.777, 5.778], "charge": 1, "multiplicity": 1, "e_above_lowest_ev": 0.0000, "largest_force_ev_per_a": 0.8, "molar_mass_g_mol": 855.3, "species": ["Ru", "N", "C", "N", "C", "N", "N", "C", "C", "C", "C", "C", "C", "N", "C", "C", "C", "C", "C", "C", "H", "H", "H", "H", "H", "H", "H", "H", "H", "H", "H", "N", "C", "N", "N", "N", "N", "C", "N", "N", "N", "N", "H", "F", "Sb", "F", "F", "F", "F", "F", "N", "C", "N", "C", "C", "C", "C", "C", "C", "H", "H", "H", "H", "H", "H"], "positions_angstrom": [[0.31, 0.17, 0.48], [-4.66, -0.85, 0.30], [-3.59, -0.57, 1.04], [-2.61, 0.18, 0.66], [-2.70, 0.81, -0.56], [-1.80, 1.70, -0.90], [-0.80, 1.81, 0.01], [-0.37, 2.96, 0.39], [0.74, 2.96, 1.31], [1.29, 4.12, 1.82], [2.32, 4.01, 2.75], [2.75, 2.75, 3.12], [2.15, 1.63, 2.55], [1.17, 1.73, 1.66], [-3.79, 0.51, -1.46], [-3.85, 1.00, -2.76], [-4.90, 0.63, -3.58], [-5.89, -0.23, -3.10], [-5.84, -0.73, -1.82], [-4.78, -0.36, -1.00], [-5.38, -1.46, 0.66], [-3.56, -1.02, 2.03], [-0.86, 3.85, 0.03], [0.93, 5.08, 1.49], [2.78, 4.89, 3.17], [3.53, 2.61, 3.85], [2.45, 0.63, 2.83], [-3.07, 1.66, -3.11], [-4.95, 1.00, -4.59], [-6.70, -0.52, -3.75], [-6.61, -1.41, -1.46], [-1.36, -2.71, 1.03], [-1.26, -2.30, -0.28], [-1.89, -2.84, -1.29], [-1.52, -2.09, -2.35], [-0.72, -1.15, -2.01], [-0.51, -1.25, -0.67], [-0.78, -2.08, 2.07], [-0.81, -2.51, 3.31], [-0.08, -1.60, 4.00], [0.37, -0.68, 3.27], [-0.05, -0.92, 1.98], [-1.84, -3.58, 1.21], [1.07, 1.00, -1.37], [1.75, 2.40, -2.66], [0.80, 1.54, -4.00], [2.52, 3.71, -3.72], [3.20, 1.20, -2.82], [2.59, 3.03, -1.05], [0.27, 3.45, -2.17], [4.42, -0.35, -0.01], [3.27, 0.33, 0.01], [2.26, -0.46, 0.31], [2.77, -1.76, 0.47], [2.17, -2.99, 0.71], [2.99, -4.10, 0.77], [4.37, -4.01, 0.58], [4.98, -2.80, 0.31], [4.15, -1.68, 0.26], [5.30, 0.04, -0.31], [3.20, 1.38, -0.22], [1.10, -3.10, 0.83], [2.54, -5.06, 0.96], [4.97, -4.90, 0.63], [6.04, -2.72, 0.14]]}

=====

{"formula": "C23H18N5Ti", "method": "the ωB97M-V functional and the def2-TZVPD basis", "e_tot_ha": -2010.29314, "orbital_gap_ev": [5.715, 5.714], "charge": 1, "multiplicity": 1, "e_above_lowest_ev": 0.0000, "largest_force_ev_per_a": 2.2, "molar_mass_g_mol": 412.3, "species": ["Ti", "C", "C", "C", "C", "C", "C", "N", "C", "C", "C", "C", "C", "C", "N", "N", "C", "C", "C", "C", "C", "N", "H", "H", "H", "H", "H", "H", "H", "H", "H", "H", "H", "H", "H", "N", "C", "C", "C", "C", "C", "C", "H", "H", "H", "H", "H"], "positions_angstrom": [[0.28, -0.18, 0.50], [4.11, -3.22, -1.97], [2.92, -2.90, -2.61], [2.18, -1.80, -2.20], [2.64, -1.02, -1.14], [3.83, -1.34, -0.49], [4.57, -2.44, -0.92], [1.85, 0.07, -0.67], [2.04, 1.35, -1.07], [2.99, 1.79, -2.02], [3.07, 3.12, -2.32], [2.23, 4.10, -1.71], [1.31, 3.71, -0.78], [1.21, 2.34, -0.46], [0.40, 1.83, 0.51], [-0.28, 2.51, 1.32], [-0.83, 1.69, 2.34], [-1.57, 2.30, 3.34], [-2.05, 1.53, 4.38], [-1.79, 0.16, 4.39], [-1.06, -0.38, 3.36], [-0.58, 0.36, 2.35], [4.69, -4.07, -2.30], [2.57, -3.50, -3.44], [1.26, -1.52, -2.69], [4.18, -0.72, 0.32], [5.50, -2.68, -0.42], [3.64, 1.07, -2.49], [3.79, 3.45, -3.05], [2.33, 5.14, -1.99], [0.66, 4.42, -0.29], [-1.73, 3.37, 3.29], [-2.62, 1.99, 5.17], [-2.15, -0.47, 5.19], [-0.85, -1.44, 3.32], [-1.08, -0.35, -0.49], [-2.09, -1.20, -0.94], [-1.75, -2.41, -1.55], [-2.75, -3.29, -1.94], [-4.09, -2.96, -1.75], [-4.42, -1.75, -1.17], [-3.43, -0.87, -0.76], [-0.71, -2.65, -1.72], [-2.48, -4.23, -2.41], [-4.86, -3.65, -2.07], [-5.46, -1.48, -1.03], [-3.69, 0.08, -0.30]]}

=====

{"formula": "C23H18N6O4Zr", "method": "the ωB97M-V functional and the def2-TZVPD basis", "e_tot_ha": -1563.39815, "orbital_gap_ev": 4.839, "charge": 2, "multiplicity": 1, "e_above_lowest_ev": 0.0000, "largest_force_ev_per_a": 0.5, "molar_mass_g_mol": 533.7, "species": ["Zr", "C", "N", "C", "C", "N", "C", "C", "C", "C", "C", "C", "N", "C", "N", "C", "C", "C", "C", "C", "C", "N", "H", "H", "H", "H", "H", "H", "H", "H", "H", "H", "H", "H", "H", "H", "H", "O", "C", "O", "C", "C", "C", "N", "C", "C", "C", "O", "O", "H", "H", "H"], "positions_angstrom": [[-0.36, -0.15, -0.11], [-0.06, 0.12, 3.15], [0.07, 1.04, 1.98], [-0.72, 2.30, 2.08], [-1.55, 2.50, 0.85], [-1.54, 1.66, -0.20], [-2.41, 2.23, -1.16], [-2.75, 1.81, -2.44], [-3.64, 2.61, -3.14], [-4.17, 3.78, -2.58], [-3.83, 4.21, -1.32], [-2.94, 3.40, -0.63], [-2.36, 3.53, 0.64], [-0.65, -1.19, 2.74], [-0.75, -1.58, 1.47], [-1.25, -2.90, 1.50], [-1.51, -3.81, 0.48], [-1.99, -5.04, 0.85], [-2.22, -5.37, 2.20], [-1.96, -4.48, 3.22], [-1.47, -3.24, 2.83], [-1.08, -2.13, 3.58], [-0.65, 0.58, 3.95], [0.94, -0.06, 3.57], [1.05, 1.29, 1.90], [-0.05, 3.15, 2.20], [-1.37, 2.27, 2.96], [-2.34, 0.92, -2.90], [-3.93, 2.32, -4.14], [-4.86, 4.37, -3.17], [-4.23, 5.12, -0.89], [-2.52, 4.29, 1.28], [-1.31, -3.58, -0.56], [-2.20, -5.78, 0.09], [-2.60, -6.36, 2.44], [-2.12, -4.74, 4.26], [-1.08, -2.06, 4.59], [0.99, -2.41, -6.51], [-0.05, -2.76, -5.95], [-1.02, -3.46, -6.26], [-0.18, -2.16, -4.53], [-1.39, -2.26, -3.83], [-1.51, -1.69, -2.59], [-0.45, -1.06, -1.99], [0.75, -1.00, -2.67], [0.91, -1.52, -3.92], [1.86, -0.29, -1.96], [2.92, -0.02, -2.37], [1.46, 0.08, -0.63], [-2.20, -2.78, -4.33], [-2.44, -1.71, -2.04], [1.84, -1.45, -4.48]]}